Record 1
C19H36BrCl12F2NO3Si | the ωB97M-V functional and the def2-TZVPD basis

Geometry as ORCA input:
```
! RIJCOSX wB97M-V def2-TZVPD def2/J DEFGRID3
* xyz 0 1
C 1.384 -4.796 -0.897
O 0.513 -4.423 -1.926
C 0.121 -3.051 -1.853
Si -1.395 -2.961 -0.737
C -2.924 -3.736 -1.513
C -3.999 -4.057 -0.486
C -5.074 -4.947 -1.070
Br -4.878 -2.449 0.193
N -1.828 -1.276 -0.227
C -1.021 -0.756 0.785
O -1.239 -0.860 1.960
F 0.052 -0.097 0.349
C -2.008 -0.351 -1.273
O -2.610 0.679 -1.154
F -1.480 -0.695 -2.437
H 0.888 -4.937 0.057
H 2.175 -4.068 -0.747
H 1.862 -5.726 -1.150
H 0.959 -2.456 -1.497
H -0.075 -2.752 -2.869
H -1.098 -3.745 0.477
H -3.308 -3.094 -2.297
H -2.611 -4.678 -1.948
H -3.526 -4.529 0.356
H -5.787 -5.169 -0.295
H -5.564 -4.407 -1.865
H -4.607 -5.840 -1.457
Cl 1.379 3.579 1.865
C -0.242 2.871 2.087
C -1.330 3.744 1.518
Cl -1.534 5.254 2.441
H -0.389 2.693 3.150
H -0.238 1.912 1.576
H -2.281 3.215 1.559
H -1.127 4.008 0.484
Cl -4.240 0.781 5.340
C -3.953 0.667 3.583
C -5.236 0.566 2.800
Cl -6.066 -0.985 3.070
H -3.309 -0.188 3.403
H -3.421 1.572 3.292
H -5.020 0.628 1.733
H -5.925 1.363 3.059
Cl 4.394 2.706 -2.561
C 2.807 2.274 -1.872
C 2.711 0.807 -1.547
Cl 2.701 -0.215 -3.011
H 2.042 2.577 -2.582
H 2.686 2.858 -0.961
H 1.781 0.614 -1.017
H 3.538 0.485 -0.921
Cl -7.789 -0.907 -0.115
C -9.204 0.157 0.080
C -8.921 1.572 -0.355
Cl -7.770 2.398 0.727
H -9.513 0.114 1.121
H -10.000 -0.257 -0.536
H -9.842 2.151 -0.338
H -8.511 1.601 -1.361
Cl 9.897 2.114 -2.035
C 8.483 3.144 -1.668
C 8.719 4.585 -2.032
Cl 9.939 5.350 -0.982
H 8.252 3.032 -0.612
H 7.649 2.750 -2.244
H 7.794 5.146 -1.909
H 9.052 4.686 -3.062
Cl 7.869 2.403 1.864
C 9.061 1.104 1.580
C 8.403 -0.230 1.347
Cl 7.606 -0.856 2.814
H 9.731 1.077 2.434
H 9.634 1.385 0.698
H 9.155 -0.960 1.057
H 7.656 -0.170 0.561
*
```

highest occupied orbital energy: -0.3694 Ha
E_LUMO: 0.188 eV
SMILES: COC[Si@H](C[C@H](C)Br)N(C(=O)F)C(=O)F.ClCCCl.ClCCCl.ClCCCl.ClCCCl.ClCCCl.ClCCCl

Löwdin atomic charge list, values in e, 5 entries:
1 C -0.133
2 O -0.232
3 C -0.279
4 Si 0.740
5 C -0.301

Record 2
C19H36ClN5O5PS | the ωB97M-V functional and the def2-TZVPD basis

Geometry as ORCA input:
```
! RIJCOSX wB97M-V def2-TZVPD def2/J DEFGRID3
* xyz 1 1
C -4.517 -3.090 1.182
C -3.716 -2.643 2.428
C -2.229 -3.102 2.453
Cl -1.916 -4.632 1.554
C -1.231 -2.068 1.961
N -0.257 -1.557 2.818
C 0.478 -0.715 2.100
C 1.653 -0.056 2.802
C 2.848 -1.084 2.794
C 3.492 -1.266 1.404
C 4.339 -2.556 1.259
C 5.868 -2.265 1.313
N 6.598 -3.557 1.277
N 0.049 -0.618 0.854
P 0.717 0.378 -0.525
N -0.425 1.674 -0.618
O 2.116 1.123 -0.102
C -1.073 -1.487 0.760
N -1.927 -1.801 -0.324
C -2.359 -0.637 -1.098
C -1.861 -0.426 -2.532
O -3.084 0.178 -0.590
C -1.451 -2.894 -1.156
C -0.061 -3.510 -1.036
O -2.230 -3.343 -1.958
H -4.123 -2.682 0.247
H -5.546 -2.716 1.279
H -4.551 -4.178 1.079
H -4.200 -3.155 3.272
H -3.794 -1.557 2.564
H -1.971 -3.294 3.504
H -0.141 -1.788 3.794
H 1.922 0.914 2.386
H 1.368 0.042 3.859
H 2.392 -2.052 3.061
H 3.570 -0.804 3.572
H 2.671 -1.328 0.670
H 4.043 -0.353 1.135
H 4.037 -3.337 1.971
H 4.146 -2.957 0.251
H 6.149 -1.693 2.205
H 6.125 -1.727 0.392
H 6.217 -4.167 1.995
H 6.314 -3.978 0.394
H 0.085 2.552 -0.473
H -1.017 1.602 0.217
H 1.948 1.874 0.492
H -2.079 0.581 -2.881
H -2.379 -1.173 -3.153
H -0.794 -0.675 -2.625
H 0.700 -2.990 -1.634
H 0.276 -3.651 -0.001
H -0.142 -4.521 -1.454
C -2.614 6.277 -2.965
C -1.625 6.110 -4.125
C -0.217 6.048 -3.523
S -0.409 5.380 -1.869
O -0.039 6.390 -0.914
O 0.156 4.046 -1.820
C -2.192 5.258 -1.911
H -3.643 6.117 -3.284
H -2.539 7.288 -2.558
H -1.840 5.180 -4.656
H -1.708 6.923 -4.845
H 0.442 5.400 -4.096
H 0.226 7.039 -3.432
H -2.598 5.464 -0.923
H -2.449 4.243 -2.218
*
```

highest occupied orbital energy: -0.4189 Ha
E_LUMO: -2.611 eV
energy above the lowest of the compared OMol25 structures with the same formula, charge and spin: 0.756 eV

natural (NBO) atomic charge list, values in e, 5 entries:
1 C -0.616
2 C -0.414
3 C -0.205
4 Cl -0.018
5 C 0.136

Record 3
C19H36F4N3O4P | the ωB97M-V functional and the def2-TZVPD basis

Geometry as ORCA input:
```
! RIJCOSX wB97M-V def2-TZVPD def2/J DEFGRID3
* xyz 0 1
F 2.538 5.638 2.753
C 2.409 5.225 1.444
F 3.374 5.828 0.619
C 2.610 3.674 1.329
F 3.869 3.382 1.841
F 2.571 3.286 -0.005
P 1.301 2.656 2.272
C -0.284 3.629 1.942
C -0.664 3.699 0.546
C -1.878 4.489 0.243
C -2.482 5.067 1.444
C -2.000 4.875 2.799
N -0.882 4.143 3.044
H 1.424 5.589 1.057
H 1.592 2.642 3.663
H -0.082 3.200 -0.265
H -2.262 4.649 -0.783
H -3.390 5.706 1.312
H -2.562 5.364 3.631
C -1.094 -4.135 1.486
O -1.691 -3.179 0.625
C -3.103 -3.068 0.808
C -3.451 -1.696 1.364
N -3.000 -1.558 2.746
C -3.094 -0.191 3.255
C -2.186 0.859 2.607
O -0.799 0.650 2.851
C -0.167 -0.218 1.916
H -0.043 -4.227 1.209
H -1.148 -3.809 2.529
H -1.571 -5.113 1.376
H -3.499 -3.869 1.440
H -3.561 -3.170 -0.181
H -4.536 -1.554 1.322
H -2.979 -0.946 0.717
H -2.034 -1.857 2.807
H -2.845 -0.237 4.320
H -4.133 0.145 3.189
H -2.424 1.820 3.071
H -2.379 0.983 1.537
H -0.616 -0.155 0.921
H -0.190 -1.249 2.279
H 0.878 0.075 1.841
C 4.035 -0.676 -4.458
O 3.354 -1.897 -4.695
C 3.715 -2.928 -3.777
C 2.528 -3.291 -2.897
N 2.221 -2.212 -1.960
C 0.957 -2.396 -1.247
C -0.330 -2.348 -2.074
O -0.605 -1.068 -2.635
C -0.006 -0.832 -3.899
H 3.777 0.014 -5.261
H 3.725 -0.232 -3.508
H 5.119 -0.826 -4.462
H 4.588 -2.656 -3.176
H 3.986 -3.803 -4.376
H 2.760 -4.201 -2.335
H 1.675 -3.498 -3.555
H 2.177 -1.338 -2.470
H 0.903 -1.598 -0.500
H 0.992 -3.341 -0.696
H -1.157 -2.553 -1.390
H -0.371 -3.129 -2.841
H 0.093 -1.746 -4.490
H 0.969 -0.353 -3.776
H -0.643 -0.135 -4.446
*
```

highest occupied orbital energy: -0.3143 Ha
E_LUMO: 0.190 eV
SMILES: FC(F)C(F)(F)Pc1ccccn1.COCCNCCOC.COCCNCCOC

natural (NBO) atomic charge list, values in e, 5 entries:
1 F -0.327
2 C 0.502
3 F -0.346
4 C 0.419
5 F -0.334

Record 4
C19H36IN5O4 | the ωB97M-V functional and the def2-TZVPD basis

Geometry as ORCA input:
```
! RIJCOSX wB97M-V def2-TZVPD def2/J DEFGRID3
* xyz 0 1
C -1.309 0.930 3.993
C -0.220 -0.015 4.542
C 1.172 0.261 3.941
N 1.691 -0.779 3.054
C 2.272 -0.692 1.852
I 2.632 1.058 0.775
N 2.587 -1.871 1.356
C 2.187 -2.787 2.252
N 2.241 -4.089 2.034
C 1.674 -5.198 2.792
C 0.113 -5.158 2.837
O -0.290 -4.238 1.833
C -1.436 -3.515 2.068
O -2.404 -3.999 2.552
C -1.201 -2.075 1.721
C -0.616 -1.777 0.342
N 1.676 -2.146 3.322
O 1.187 -2.656 4.480
H -1.012 1.389 3.047
H -1.529 1.730 4.700
H -2.240 0.389 3.815
H -0.530 -1.042 4.367
H -0.150 0.125 5.623
H 1.123 1.152 3.312
H 1.917 0.475 4.713
H 2.641 -4.305 1.134
H 2.023 -6.084 2.264
H 2.058 -5.247 3.813
H -0.295 -6.162 2.697
H -0.245 -4.809 3.807
H -2.155 -1.561 1.864
H -0.519 -1.686 2.477
H -0.812 -0.731 0.077
H -1.085 -2.389 -0.430
H 0.464 -1.926 0.309
H 1.876 -2.520 5.152
C -2.767 2.952 -2.910
C -1.660 1.976 -3.349
C -1.301 2.264 -4.814
C -0.507 3.556 -5.037
C 0.369 3.926 -3.829
C 0.716 2.747 -2.919
N -0.515 2.149 -2.434
O -0.276 1.083 -1.577
C 1.459 3.302 -1.699
C 1.661 1.763 -3.638
C -2.218 0.559 -3.280
H -3.042 2.740 -1.875
H -3.662 2.858 -3.536
H -2.418 3.985 -2.963
H -0.723 1.420 -5.198
H -2.222 2.281 -5.406
H 0.119 3.431 -5.924
H -1.183 4.384 -5.265
H 1.293 4.399 -4.177
H -0.141 4.676 -3.217
H 0.791 3.946 -1.123
H 2.329 3.888 -2.017
H 1.794 2.486 -1.059
H 2.583 2.269 -3.941
H 1.208 1.332 -4.531
H 1.916 0.949 -2.959
H -3.083 0.487 -3.950
H -2.534 0.313 -2.269
H -1.472 -0.172 -3.589
*
```

highest occupied orbital energy: -0.1353 Ha
E_LUMO: -1.058 eV

natural (NBO) atomic charge list, values in e, 5 entries:
1 C -0.619
2 C -0.428
3 C -0.231
4 N -0.229
5 C 0.283

Repeat the first record exactly.
C19H36BrCl12F2NO3Si | the ωB97M-V functional and the def2-TZVPD basis

Geometry as ORCA input:
```
! RIJCOSX wB97M-V def2-TZVPD def2/J DEFGRID3
* xyz 0 1
C 1.384 -4.796 -0.897
O 0.513 -4.423 -1.926
C 0.121 -3.051 -1.853
Si -1.395 -2.961 -0.737
C -2.924 -3.736 -1.513
C -3.999 -4.057 -0.486
C -5.074 -4.947 -1.070
Br -4.878 -2.449 0.193
N -1.828 -1.276 -0.227
C -1.021 -0.756 0.785
O -1.239 -0.860 1.960
F 0.052 -0.097 0.349
C -2.008 -0.351 -1.273
O -2.610 0.679 -1.154
F -1.480 -0.695 -2.437
H 0.888 -4.937 0.057
H 2.175 -4.068 -0.747
H 1.862 -5.726 -1.150
H 0.959 -2.456 -1.497
H -0.075 -2.752 -2.869
H -1.098 -3.745 0.477
H -3.308 -3.094 -2.297
H -2.611 -4.678 -1.948
H -3.526 -4.529 0.356
H -5.787 -5.169 -0.295
H -5.564 -4.407 -1.865
H -4.607 -5.840 -1.457
Cl 1.379 3.579 1.865
C -0.242 2.871 2.087
C -1.330 3.744 1.518
Cl -1.534 5.254 2.441
H -0.389 2.693 3.150
H -0.238 1.912 1.576
H -2.281 3.215 1.559
H -1.127 4.008 0.484
Cl -4.240 0.781 5.340
C -3.953 0.667 3.583
C -5.236 0.566 2.800
Cl -6.066 -0.985 3.070
H -3.309 -0.188 3.403
H -3.421 1.572 3.292
H -5.020 0.628 1.733
H -5.925 1.363 3.059
Cl 4.394 2.706 -2.561
C 2.807 2.274 -1.872
C 2.711 0.807 -1.547
Cl 2.701 -0.215 -3.011
H 2.042 2.577 -2.582
H 2.686 2.858 -0.961
H 1.781 0.614 -1.017
H 3.538 0.485 -0.921
Cl -7.789 -0.907 -0.115
C -9.204 0.157 0.080
C -8.921 1.572 -0.355
Cl -7.770 2.398 0.727
H -9.513 0.114 1.121
H -10.000 -0.257 -0.536
H -9.842 2.151 -0.338
H -8.511 1.601 -1.361
Cl 9.897 2.114 -2.035
C 8.483 3.144 -1.668
C 8.719 4.585 -2.032
Cl 9.939 5.350 -0.982
H 8.252 3.032 -0.612
H 7.649 2.750 -2.244
H 7.794 5.146 -1.909
H 9.052 4.686 -3.062
Cl 7.869 2.403 1.864
C 9.061 1.104 1.580
C 8.403 -0.230 1.347
Cl 7.606 -0.856 2.814
H 9.731 1.077 2.434
H 9.634 1.385 0.698
H 9.155 -0.960 1.057
H 7.656 -0.170 0.561
*
```

highest occupied orbital energy: -0.3694 Ha
E_LUMO: 0.188 eV
SMILES: COC[Si@H](C[C@H](C)Br)N(C(=O)F)C(=O)F.ClCCCl.ClCCCl.ClCCCl.ClCCCl.ClCCCl.ClCCCl

Löwdin atomic charge list, values in e, 5 entries:
1 C -0.133
2 O -0.232
3 C -0.279
4 Si 0.740
5 C -0.301

Number 3 is which compound? C19H36F4N3O4P

Among the records above, which one has the lowest highest occupied orbital energy? C19H36ClN5O5PS

The highest highest occupied orbital energy belongs to which entry? C19H36IN5O4